[1]
An isolated molecule of C18H15Cl2N3O6. Source: the Open Molecules 2025 dataset; level of theory: wB97M-V/def2-TZVPD.

```
44
Properties=species:S:1:pos:R:3
C 2.5210 2.6926 0.8147
N 2.6153 1.9555 -0.4288
C 3.6931 0.9847 -0.5277
C 3.3462 -0.2638 0.2990
O 3.9113 -0.5231 1.3379
N 2.3467 -0.9744 -0.2749
C 1.6213 -2.0313 0.2616
C 1.8531 -2.5484 1.5342
C 1.0818 -3.5858 2.0231
C 0.0651 -4.1306 1.2579
C -0.1770 -3.6357 -0.0121
C 0.5978 -2.6019 -0.5018
Cl 0.2965 -2.0127 -2.1058
C 1.6309 1.8833 -1.3431
O 1.6388 1.0652 -2.2512
C 0.5008 2.9149 -1.2713
O -0.7663 2.2580 -1.2888
C -0.8984 1.2440 -0.4469
O -0.0192 0.7789 0.2312
C -2.2843 0.6641 -0.5023
C -2.6360 -0.2429 -1.4919
C -3.8878 -0.8333 -1.4870
C -4.8025 -0.5235 -0.4857
Cl -6.3542 -1.2638 -0.4823
C -4.4754 0.3854 0.5072
C -3.2180 0.9726 0.4843
N -2.8810 1.9482 1.4929
O -3.6224 2.0648 2.4382
O -1.8734 2.6013 1.3136
H 3.3163 2.3554 1.4750
H 2.6368 3.7654 0.6463
H 1.5694 2.4936 1.3102
H 4.6126 1.4288 -0.1432
H 3.8202 0.7191 -1.5800
H 1.9833 -0.6161 -1.1577
H 2.6426 -2.1222 2.1303
H 1.2782 -3.9698 3.0124
H -0.5375 -4.9395 1.6408
H -0.9604 -4.0508 -0.6270
H 0.5497 3.5511 -0.3874
H 0.5188 3.5197 -2.1805
H -1.9236 -0.4900 -2.2627
H -4.1580 -1.5366 -2.2586
H -5.1724 0.6494 1.2879
```

Calculated values
LUMO (eV): -0.98
Energy relative to the best compared isomer or geometry (same formula, charge and spin) (eV): 0.0000
HOMO level (eV): -8.5

[2]
A cluster of 2 separate species, BrClH2O2Si in total. Source: the Open Molecules 2025 dataset; level of theory: wB97M-V/def2-TZVPD.

```
7
Properties=species:S:1:pos:R:3
O 1.2621 -1.2312 0.5307
Si 2.1763 -0.3814 -0.3271
O 2.0403 -0.1201 -1.9532
Br 3.9308 0.6465 0.4367
H 1.0457 -0.1330 -2.1554
Cl -1.5309 -0.8695 1.2771
H -0.2180 -1.2022 1.2939
```

Calculated values
LUMO (eV): -0.77
Energy relative to the best compared isomer or geometry (same formula, charge and spin) (eV): 2.6828
HOMO level (eV): -10.6

[3]
A structure of composition C31H34AsN4O4SV. Source: the Open Molecules 2025 dataset; level of theory: wB97M-V/def2-TZVPD.

```
76
Properties=species:S:1:pos:R:3
V 0.7154 0.8687 -0.6594
S 2.9245 1.2419 -0.3137
C 3.9563 -0.1811 -0.0809
C 5.3361 -0.0332 -0.0800
C 6.1361 -1.1574 0.0757
C 5.5708 -2.4161 0.2300
C 4.1918 -2.5602 0.2387
C 3.3878 -1.4393 0.0835
As 1.4785 -1.4372 0.1579
C 0.7333 -2.9499 -0.7729
C 0.5228 -4.1507 -0.0967
C -0.0154 -5.2337 -0.7727
C -0.3425 -5.1226 -2.1183
C -0.1153 -3.9325 -2.7964
C 0.4274 -2.8461 -2.1271
C 1.0277 -1.6810 2.0100
C -0.2746 -2.0384 2.3528
C -0.6161 -2.1846 3.6875
C 0.3355 -1.9688 4.6777
C 1.6306 -1.6070 4.3337
C 1.9798 -1.4603 2.9979
H 5.7824 0.9438 -0.2092
H 7.2124 -1.0489 0.0707
H 6.2049 -3.2847 0.3430
H 3.7451 -3.5397 0.3599
H 0.7693 -4.2402 0.9538
H -0.1768 -6.1665 -0.2489
H -0.7678 -5.9683 -2.6423
H -0.3596 -3.8524 -3.8474
H 0.6065 -1.9238 -2.6631
H -1.0126 -2.2266 1.5823
H -1.6215 -2.4815 3.9571
H 0.0688 -2.0939 5.7187
H 2.3750 -1.4520 5.1032
H 2.9959 -1.1932 2.7315
N -0.2457 3.3690 1.4104
C -0.6362 4.8003 1.1114
C 0.5432 5.5014 0.4467
C 0.8243 5.0324 -0.9843
N 1.4180 3.6674 -0.9902
C -0.4418 5.0695 -1.8318
C -1.6034 4.3027 -1.2154
N -1.3281 2.8410 -1.2444
C -1.8758 4.7754 0.2198
H 0.6219 3.3024 1.9455
H -0.1138 2.9347 0.4805
H -0.9835 2.8607 1.9013
H -0.8618 5.2644 2.0702
H 1.4427 5.4043 1.0639
H 0.3134 6.5676 0.4215
H 1.5394 5.7346 -1.4187
H 2.3137 3.7049 -0.5083
H 1.6690 3.4454 -1.9516
H -0.2297 4.6827 -2.8330
H -0.7414 6.1102 -1.9675
H -2.4997 4.5218 -1.8003
H -1.2006 2.5723 -2.2184
H -2.1738 2.3533 -0.9557
H -2.6621 4.1684 0.6813
H -2.2723 5.7906 0.1753
O -0.7977 0.0613 -1.7134
C -1.4526 -0.0931 -0.6276
O -0.9571 0.4696 0.4214
C -2.6621 -0.9162 -0.5721
C -3.4076 -1.0125 0.6034
C -4.5107 -1.8461 0.6533
C -4.8586 -2.6006 -0.4607
C -4.0941 -2.4982 -1.6093
C -3.0037 -1.6621 -1.6945
N -4.4388 -3.3276 -2.7849
O -3.6989 -3.2540 -3.7430
O -5.4102 -4.0385 -2.6913
H -3.1079 -0.4372 1.4705
H -5.0976 -1.9219 1.5576
H -5.7075 -3.2703 -0.4500
H -2.4233 -1.6126 -2.6043
```

Calculated values
Net charge: +2
2S+1: 3
LUMO (alpha / beta) (eV): -6.78 / -5.97
Energy relative to the best compared isomer or geometry (same formula, charge and spin) (eV): 1.4418
HOMO level (alpha / beta) (eV): -13.7 / -13.8

[4]
A structure of composition C30H42CoF10O3PSSi. Source: the Open Molecules 2025 dataset; level of theory: wB97M-V/def2-TZVPD.

```
89
Properties=species:S:1:pos:R:3
Co 1.5677 -0.2384 0.3970
C -4.2487 -0.5637 1.5979
C -2.8789 -1.2130 1.5235
C -2.9980 -2.7273 1.5203
C -1.9752 -0.7212 2.6546
O -2.2705 -0.8381 0.2682
Si -1.9334 0.3737 -0.7612
S 0.2629 0.7516 -0.8786
O -2.4796 1.8106 -0.2525
C -2.9263 3.1438 -0.6734
C -4.1468 2.9267 -1.5701
C -3.2565 3.8346 0.6497
C -1.8069 3.8655 -1.3952
O -2.4132 -0.0476 -2.2415
C -3.2025 -0.9851 -2.9923
C -3.2240 -0.3798 -4.4058
C -4.5595 -1.1253 -2.3522
C -2.4159 -2.2783 -2.9950
H -4.7101 -0.5861 2.5981
H -4.9512 -1.1057 0.9604
H -4.1856 0.4825 1.3050
H -3.5861 -3.1207 2.3474
H -2.0252 -3.1941 1.5993
H -3.4707 -3.0900 0.6034
H -2.4240 -0.9510 3.6216
H -1.8598 0.3653 2.5248
H -1.0025 -1.1919 2.5705
H -4.9136 2.3055 -1.0773
H -3.8029 2.4043 -2.4700
H -4.6051 3.8879 -1.8454
H -4.0680 3.3080 1.1465
H -3.6236 4.8660 0.4698
H -2.3428 3.8257 1.2619
H -1.6423 3.4946 -2.3976
H -0.8924 3.7618 -0.8307
H -2.0147 4.9490 -1.4961
H -3.7302 0.5696 -4.3947
H -3.6992 -1.0235 -5.1392
H -2.1945 -0.1890 -4.7237
H -5.1228 -0.1571 -2.3585
H -4.4616 -1.4282 -1.2979
H -5.1705 -1.8621 -2.8649
H -1.4247 -2.1037 -3.4342
H -2.9100 -3.0353 -3.5857
H -2.2678 -2.6857 -1.9996
C 4.9373 -1.7863 0.7066
C 4.7315 -0.8284 -0.4763
P 3.5319 0.5212 -0.0980
C 4.2549 1.6101 1.2122
C 5.4484 2.4574 0.7968
C 3.5263 1.4726 -1.6503
C 4.8977 1.5278 -2.3588
H 5.7672 -2.4933 0.5107
H 4.0381 -2.3981 0.9094
H 5.1913 -1.2154 1.6028
H 4.3599 -1.3155 -1.3687
H 5.6716 -0.3429 -0.7570
H 4.5026 0.9214 2.0364
H 3.4380 2.1917 1.6347
H 6.2369 1.8927 0.3723
H 5.8567 2.9712 1.6818
H 5.1103 3.2201 0.0828
H 3.1489 2.4825 -1.4057
H 2.7421 1.0018 -2.2690
H 5.7155 1.5290 -1.6491
H 4.9646 2.4483 -2.9496
H 5.0308 0.6828 -3.0332
F 3.0785 -1.1296 2.8655
C 2.1915 -0.1514 3.2019
C 1.4569 0.4496 2.2090
C 0.6333 1.5072 2.6069
F -0.2107 2.0832 1.7219
C 0.5700 1.9504 3.9210
F -0.2558 2.9618 4.2359
C 1.3498 1.3232 4.8569
F 1.3016 1.7445 6.1372
C 2.1534 0.2491 4.5197
F 2.8719 -0.4463 5.4151
F 1.8897 -1.7136 -2.3178
C 1.5897 -2.5817 -1.3125
C 1.4637 -2.0960 -0.0113
C 1.0911 -3.0735 0.9327
F 0.7298 -2.6881 2.1902
C 1.0798 -4.4447 0.6744
F 0.8420 -5.3359 1.6641
C 1.2532 -4.8454 -0.6458
F 1.1168 -6.1606 -0.9607
C 1.4012 -3.9173 -1.6632
F 1.3069 -4.3203 -2.9586
```

Calculated values
Net charge: -1
2S+1: 4
LUMO (alpha / beta) (eV): 2.56 / 2.55
Energy relative to the best compared isomer or geometry (same formula, charge and spin) (eV): 0.0000
HOMO level (alpha / beta) (eV): -4.2 / -4.8

[5]
A structure of composition C36H39AsBBaBr2F3N11O7S3. Source: the Open Molecules 2025 dataset; level of theory: wB97M-V/def2-TZVPD.

```
104
Properties=species:S:1:pos:R:3
Ba -0.4234 -0.7537 0.7120
C -0.7483 3.9441 0.9941
C -0.9336 3.1011 2.1066
N -1.9581 2.2764 1.9270
N -2.4271 2.5473 0.6840
C -1.7239 3.5515 0.1109
B -3.7312 1.9528 0.1070
N -4.1053 0.6673 0.8505
C -5.3634 0.2452 1.1103
C -5.2795 -0.9874 1.7141
C -3.8963 -1.2455 1.7798
N -3.2039 -0.2478 1.2489
N -3.5303 1.6628 -1.3906
C -3.7624 2.3926 -2.5086
C -3.2300 1.7031 -3.5748
C -2.6681 0.5457 -2.9962
N -2.8364 0.5370 -1.6854
N -4.8700 2.9930 0.3527
C -5.0574 3.6064 1.5428
C -6.1820 4.3935 1.4401
C -6.6208 4.1869 0.1178
N -5.8297 3.3412 -0.5297
H 0.0177 4.6840 0.8362
H -0.3517 3.0341 3.0138
H -1.9574 3.8938 -0.8866
H -6.2169 0.8499 0.8454
H -6.0930 -1.6118 2.0467
H -3.3758 -2.1127 2.1616
H -4.3251 3.3104 -2.4631
H -3.2488 1.9927 -4.6138
H -2.1395 -0.2749 -3.4574
H -4.3754 3.4283 2.3619
H -6.6165 5.0190 2.2026
H -7.4730 4.6150 -0.3908
C 0.3891 -0.7046 -5.0928
C -0.0088 -2.0857 -4.6546
C 0.0250 -3.1653 -5.5609
C -0.4486 -4.3841 -5.1696
C -0.9661 -4.5517 -3.8697
C -1.5478 -5.7438 -3.3877
Br -1.6440 -7.2992 -4.4951
C -2.0826 -5.8011 -2.1336
C -2.0268 -4.7030 -1.2819
Br -2.8388 -4.8556 0.4208
C -1.4029 -3.4794 -1.6110
O -1.2865 -2.4932 -0.8166
C -0.9074 -3.4212 -3.0007
N -0.4310 -2.2306 -3.4198
H 0.9317 -0.7241 -6.0396
H 1.0008 -0.2315 -4.3311
H -0.5019 -0.0812 -5.2170
H 0.4074 -3.0124 -6.5642
H -0.4500 -5.2245 -5.8505
H -2.5506 -6.7108 -1.7829
O 3.2421 -0.6808 2.5963
S 2.0810 -0.5629 3.4667
O 2.3428 0.3073 4.6096
O 0.8456 -0.2190 2.7737
C 1.8557 -2.2068 4.1565
C 2.2157 -2.3381 5.4930
C 2.2038 -3.5738 6.1239
C 1.8411 -4.7018 5.4027
C 1.4628 -4.5732 4.0762
C 1.4525 -3.3387 3.4405
S 0.6454 -3.3480 1.8225
O 0.6332 -4.7209 1.4039
O -0.6594 -2.7821 2.1655
O 1.3689 -2.4578 0.9251
H 2.5144 -1.4454 6.0251
H 2.4848 -3.6486 7.1670
H 1.8324 -5.6792 5.8704
H 1.1472 -5.4373 3.5060
C 3.7605 -1.3495 -3.5565
As 3.1811 -0.1952 -2.0625
C 3.9666 -1.2854 -0.6482
C 4.6255 1.1304 -2.2850
H 4.8204 -1.5941 -3.4676
H 3.5872 -0.8477 -4.5081
H 3.1755 -2.2703 -3.5390
H 5.0371 -1.4122 -0.8238
H 3.4682 -2.2560 -0.6490
H 3.7890 -0.8255 0.3234
H 5.5552 0.7667 -1.8465
H 4.3393 2.0608 -1.7979
H 4.7794 1.3090 -3.3508
C 2.7519 4.9953 1.5838
N 3.2855 3.8216 2.2187
C 4.2331 3.9103 3.3141
C 4.5640 2.4373 3.5894
N 4.1375 1.7970 2.3572
C 3.2797 2.5697 1.6642
S 2.3540 2.0504 0.3850
H 2.1584 5.5781 2.2925
H 2.1193 4.6719 0.7596
H 3.5544 5.6325 1.1903
H 3.7844 4.4084 4.1754
H 5.1221 4.4814 3.0165
H 4.0188 2.0393 4.4483
H 5.6306 2.2933 3.7595
H 4.0359 0.7798 2.2832
F 0.2648 2.5379 -4.1585
C 0.7968 2.4054 -2.9553
F -0.0295 1.8505 -2.1268
F 1.2192 3.5779 -2.5216
```

Calculated values
Net charge: -2
2S+1: 2
LUMO (alpha / beta) (eV): 3.83 / 3.75
Energy relative to the best compared isomer or geometry (same formula, charge and spin) (eV): 1.4024
HOMO level (alpha / beta) (eV): -2.4 / -2.4

[6]
A structure of composition C50H36GeN9O4Sc. Source: the Open Molecules 2025 dataset; level of theory: wB97M-V/def2-TZVPD.

```
101
Properties=species:S:1:pos:R:3
Sc -0.6151 1.1837 -1.2919
O -3.6535 -0.1144 -4.3375
C -2.9243 0.2452 -3.2896
O -1.7132 0.1346 -3.2595
C -3.6756 0.7976 -2.1385
C -5.0364 0.9082 -2.0709
C -5.5928 1.4447 -0.8777
C -4.7674 1.8692 0.1209
C -3.3615 1.7645 -0.0354
N -2.8375 1.1661 -1.1580
C -2.3573 2.2839 0.8141
O -2.6136 2.8794 1.9840
O -1.1391 2.2182 0.4699
H -3.0514 -0.4503 -5.0192
H -5.6556 0.5943 -2.8970
H -6.6654 1.5268 -0.7715
H -5.1920 2.2989 1.0200
H -3.5317 2.7454 2.2483
C -1.5191 4.8369 -3.7337
C -1.4550 3.9545 -2.6968
N -0.6446 2.8659 -2.7101
C 0.1377 2.7188 -3.8455
C 0.0236 3.6438 -4.8936
N -0.7741 4.6855 -4.8736
C 1.0312 1.5915 -3.8458
C 1.9292 1.2473 -4.8654
C 2.7225 0.1268 -4.7158
C 2.6157 -0.6501 -3.5533
C 1.7260 -0.2668 -2.5624
N 0.9627 0.8283 -2.7299
C 1.4745 -1.0270 -1.3048
C 2.3251 -2.0077 -0.9559
N 2.1748 -3.0658 -0.0361
C 1.4482 -2.9754 1.0028
C 0.0700 -0.9332 0.6607
N 0.3092 -0.5885 -0.6275
C 3.6602 -0.2725 -5.7904
C 3.8328 -1.6082 -6.1410
C 4.7130 -1.9289 -7.1625
N 5.4215 -1.0296 -7.8387
C 5.2588 0.2453 -7.4975
C 4.4012 0.6715 -6.4956
H -2.1762 5.6948 -3.6892
H -2.0653 4.0934 -1.8105
H 0.6247 3.5084 -5.7874
H 1.9794 1.8315 -5.7731
H 3.2097 -1.5442 -3.4527
H 3.2350 -2.1072 -1.5316
H 1.4231 -3.8753 1.6242
H -0.7306 -0.3259 1.0960
H 3.2759 -2.3910 -5.6431
H 4.8519 -2.9645 -7.4533
H 5.8484 0.9680 -8.0511
H 4.3314 1.7243 -6.2557
C 0.6096 -1.8729 1.4840
Ge -0.2887 -2.1645 3.1767
C 1.0090 -2.6915 4.5357
C 2.2973 -2.1607 4.4915
C 3.2315 -2.4782 5.4687
C 2.8890 -3.3411 6.4993
C 1.6103 -3.8793 6.5538
C 0.6781 -3.5528 5.5797
C -1.5898 -3.6064 2.9284
C -2.7823 -3.3614 2.2452
C -3.6680 -4.3901 1.9613
C -3.3691 -5.6894 2.3508
C -2.1804 -5.9518 3.0147
C -1.2983 -4.9166 3.2975
C -1.1751 -0.5104 3.7451
C -2.4439 -0.4982 4.3241
C -2.9878 0.6815 4.8190
C -2.2627 1.8654 4.7530
C -0.9944 1.8662 4.1864
C -0.4635 0.6888 3.6849
H 2.5791 -1.5016 3.6766
H 4.2269 -2.0547 5.4228
H 3.6172 -3.5955 7.2590
H 1.3379 -4.5527 7.3569
H -0.3240 -3.9668 5.6425
H -3.0244 -2.3537 1.9217
H -4.5890 -4.1803 1.4313
H -4.0584 -6.4948 2.1309
H -1.9348 -6.9642 3.3103
H -0.3659 -5.1393 3.8070
H -3.0139 -1.4157 4.4032
H -3.9709 0.6715 5.2733
H -2.6780 2.7814 5.1570
H -0.4141 2.7820 4.1368
H 0.5374 0.7046 3.2572
N 1.8332 3.1986 4.4207
C 1.8877 3.2696 3.2749
C 1.9493 3.3434 1.8442
C 2.3029 4.5185 1.1891
C 2.3249 4.5162 -0.1927
C 1.9788 3.3510 -0.8644
N 1.6344 2.2226 -0.2431
C 1.6269 2.2248 1.0853
H 2.5460 5.4063 1.7569
H 2.5885 5.4041 -0.7494
H 1.9798 3.3200 -1.9470
H 1.3324 1.2974 1.5684
```

Calculated values
LUMO (alpha / beta) (eV): -0.74 / -0.76
Energy relative to the best compared isomer or geometry (same formula, charge and spin) (eV): 1.0200
HOMO level (alpha / beta) (eV): -6.7 / -5.7

[7]
A structure of composition C18H11BIrN3O4SbSe4. Source: the Open Molecules 2025 dataset; level of theory: wB97M-V/def2-TZVPD.

```
43
Properties=species:S:1:pos:R:3
Ir 14.1649 11.9409 3.9489
O 19.1885 17.0307 5.9326
N 18.0377 17.0825 5.4220
O 17.3886 18.0848 5.0246
C 17.5390 15.8231 5.0597
C 18.4215 14.7586 5.2547
C 18.0642 13.4648 4.8249
C 18.9779 12.4045 4.6057
C 18.4506 11.1316 4.3903
C 17.0378 10.9158 4.3640
N 16.2017 11.9520 4.3060
C 16.6986 13.2627 4.5004
C 15.7679 14.3162 4.3304
N 14.4685 13.9652 4.0966
C 13.5139 14.8952 3.8098
C 13.8084 16.2177 4.0767
C 15.1244 16.6270 4.4283
C 16.1633 15.6321 4.6178
H 19.4198 15.0089 5.6358
H 20.0826 12.4950 4.5397
H 19.0735 10.3003 4.2660
H 16.6997 9.8676 4.4260
H 12.5165 14.6311 3.4657
H 12.9814 16.8345 3.8822
H 15.3102 17.6558 4.5205
O 11.3968 12.7900 4.5815
B 12.1126 11.5888 4.1188
O 10.9951 10.5993 3.9002
C 9.8271 11.1269 4.4222
C 8.5358 10.5614 4.3760
C 7.4910 11.3568 4.9151
C 7.7407 12.6453 5.3618
C 9.0112 13.1949 5.2820
C 10.0503 12.4473 4.7737
H 8.3865 9.5161 4.0874
H 6.4830 10.9072 5.0444
H 6.9212 13.2225 5.6965
H 9.1952 14.2061 5.5884
Se 14.8554 6.1465 3.6897
Sb 13.9068 8.1468 4.8270
Se 15.6694 8.4660 6.5321
Se 11.8702 7.2976 5.9040
Se 13.7281 9.9386 3.0334
```

Calculated values
Net charge: +1
2S+1: 5
LUMO (alpha / beta) (eV): -4.95 / -5.73
HOMO level (alpha / beta) (eV): -11.0 / -11.0

[8]
A structure of composition C2H6ClF. Source: the Open Molecules 2025 dataset; level of theory: wB97M-V/def2-TZVPD.

```
10
Properties=species:S:1:pos:R:3
C 0.5683 -0.0788 -0.0631
C -0.0707 -0.3602 1.2783
H -1.2924 0.3829 -2.8057
H -0.1965 0.0101 -0.8355
H 1.2474 -0.8926 -0.3411
H 1.1403 0.8531 -0.0248
H -0.6560 -1.2868 1.2542
H 0.6841 -0.4463 2.0695
F -0.9267 0.6796 1.6132
Cl -0.4978 1.1391 -2.1449
```

Calculated values
LUMO (eV): 0.75
Energy relative to the best compared isomer or geometry (same formula, charge and spin) (eV): 1.4830
HOMO level (eV): -10.1

[9]
A cluster of 2 separate species, CH3BrNO2 in total. Source: the Open Molecules 2025 dataset; level of theory: wB97M-V/def2-TZVPD.

```
8
Properties=species:S:1:pos:R:3
C 0.5121 0.2644 0.0382
N 2.0615 -1.4187 -0.7573
O 1.7471 -2.1072 0.1887
O 1.1897 -0.2903 -1.0271
Br 3.8297 0.2980 0.1337
H 0.8005 -0.0653 1.0104
H -0.4470 0.0158 0.1029
H 0.5592 1.3278 -0.0532
```

Calculated values
Net charge: -1
LUMO (eV): 4.07
Energy relative to the best compared isomer or geometry (same formula, charge and spin) (eV): 1.3846
HOMO level (eV): -3.5

no.,strongest force on any atom (eV/A)
1,1.3
2,2.3
3,0.6
4,3.6
5,3.3
6,0.5
7,5.4
8,4.1
9,4.8